[1]
{
  "formula": "C3H2NO3",
  "method": "ωB97M-V/def2-TZVPD",
  "symbols": ["O", "N", "C", "H", "C", "O", "O", "C", "H"],
  "xyz": [[-1.1280, 3.2448, 1.7041], [-0.7036, 2.4699, 0.9068], [0.4170, 0.7086, -0.4026], [1.4716, 0.5827, -0.6745], [-0.4868, -0.3154, -1.8757], [-0.1382, -1.4780, -1.8967], [-1.2304, 0.4500, -2.4368], [0.1393, 1.8516, 0.3428], [0.2086, -0.0539, 0.3849]],
  "mulliken_charge": [-0.742, 0.446, -0.770, 0.261, 0.627, -0.585, -0.547, 0.126, 0.184],
  "e_above_lowest_ev": 3.850,
  "charge": -1,
  "homo_ev": [-3.59, -3.59]
}

***

[2]
{
  "formula": "C3H2NO3",
  "method": "ωB97M-V/def2-TZVPD",
  "symbols": ["N", "C", "C", "O", "O", "C", "H", "O", "H"],
  "xyz": [[0.8820, -0.7979, -1.4116], [-1.4325, -0.6248, 1.0232], [1.6062, -0.8320, -0.4425], [2.4707, -0.9047, 0.3306], [-2.7415, 0.2917, 0.7486], [-2.0711, -0.3435, -0.1461], [-0.0559, -0.7921, -1.5352], [-2.1464, -0.4145, -1.3627], [-1.8535, -1.5070, 1.5319]],
  "mulliken_charge": [-0.464, -0.746, 0.489, -0.439, -0.471, 0.933, 0.386, -0.745, 0.056],
  "e_above_lowest_ev": 3.113,
  "charge": -1,
  "homo_ev": -3.16
}

***

[3]
{
  "formula": "C3H2NO3S",
  "method": "ωB97M-V/def2-TZVPD",
  "symbols": ["S", "H", "O", "C", "N", "C", "H", "C", "O", "O"],
  "xyz": [[-2.2576, 0.4310, -0.2677], [1.4368, 1.5916, -1.5414], [-3.1899, -0.6729, -0.7497], [1.5059, -0.5781, 0.7470], [0.2448, -0.9878, 0.5682], [-0.5739, -0.5885, -0.2318], [2.1779, -1.1595, 1.4336], [1.0937, 0.8571, -0.9703], [-2.4174, 0.7503, 1.1618], [1.9797, 0.3569, -0.1498]],
  "mulliken_charge": [0.552, 0.246, -0.624, -0.060, -0.285, 0.067, 0.328, -0.407, -0.564, -0.252],
  "e_above_lowest_ev": 6.593,
  "charge": -1,
  "homo_ev": [-3.32, -3.32]
}

***

[4]
{
  "formula": "C3H2NO4",
  "method": "ωB97M-V/def2-TZVPD",
  "symbols": ["H", "O", "O", "O", "O", "N", "C", "C", "C", "H"],
  "xyz": [[2.7595, -0.6254, 0.5673], [-2.8759, -0.9689, -1.4044], [-0.4292, -0.3763, 0.3682], [-0.0289, 0.4817, -1.5976], [-3.3764, -0.3156, 0.7572], [0.3143, 0.2521, -0.4406], [-3.0782, -0.6611, -0.2913], [2.4413, 0.3816, 0.6245], [1.3273, 0.8767, 0.1323], [2.9463, 0.9552, 1.2844]],
  "mulliken_charge": [0.279, -0.404, -0.693, -0.731, -0.376, 0.637, 0.760, -0.757, -0.070, 0.356],
  "charge": -1,
  "homo_ev": [-0.76, -4.21],
  "multiplicity": 3
}

***

[5]
{
  "formula": "C3H2NOS",
  "method": "ωB97M-V/def2-TZVPD",
  "symbols": ["O", "C", "C", "S", "C", "H", "N", "H"],
  "xyz": [[-0.8064, -0.4576, 0.7877], [0.2884, -1.2443, 0.5427], [-0.7854, 0.7804, 0.3675], [-0.1162, -2.8631, 0.5247], [1.3343, 0.9269, -0.7351], [1.5499, 0.4411, -1.7091], [0.1622, 1.1418, -0.3856], [-1.6267, 1.2747, 0.6070]],
  "mulliken_charge": [-0.200, -0.376, -0.014, -0.508, -0.264, 0.104, -0.183, 0.442],
  "e_above_lowest_ev": 0.000,
  "charge": -1,
  "homo_ev": [-0.90, -3.08],
  "multiplicity": 3
}

***

[6]
{
  "formula": "C3H2NOS2",
  "method": "ωB97M-V/def2-TZVPD",
  "symbols": ["C", "S", "C", "S", "O", "C", "N", "H", "H"],
  "xyz": [[1.7471, 0.8956, -0.2461], [0.4606, 1.8274, 0.2103], [-0.8597, -1.8174, -0.0172], [-2.5010, 1.3655, 0.0243], [-1.1716, -2.9281, 0.1679], [-1.0331, 0.6731, 0.2819], [-0.6807, -0.6511, 0.0035], [1.5683, 0.0883, -0.9642], [2.4702, 0.5466, 0.5397]],
  "mulliken_charge": [-0.719, -0.133, 0.461, -0.427, -0.511, 0.100, -0.117, 0.235, 0.112],
  "e_above_lowest_ev": 3.491,
  "charge": -1,
  "homo_ev": [-2.48, -2.49]
}

***

[7]
{
  "formula": "C3H2NOS2",
  "method": "ωB97M-V/def2-TZVPD",
  "symbols": ["C", "O", "S", "C", "N", "S", "C", "H", "H"],
  "xyz": [[-0.9910, -0.6237, 0.3499], [1.6238, 1.7370, 1.1868], [1.5539, -0.1472, -0.8552], [0.0739, -0.9156, -1.2045], [-0.2913, 0.5291, 0.8778], [-0.1957, -2.1147, -2.2484], [0.9796, 0.8399, 0.6543], [-0.7825, 1.2936, 1.3215], [-1.9706, -0.5983, -0.0823]],
  "mulliken_charge": [-0.585, -0.663, -0.164, 0.080, -0.062, -0.423, 0.446, 0.225, 0.145],
  "e_above_lowest_ev": 3.659,
  "charge": -1,
  "homo_ev": [-2.53, -2.53]
}

***

[8]
{
  "formula": "C3H2Na2O3",
  "method": "ωB97M-V/def2-TZVPD",
  "symbols": ["H", "Na", "C", "O", "C", "O", "C", "H", "Na", "O"],
  "xyz": [[-2.4252, -1.3801, 0.8812], [0.5869, 2.6926, 0.0446], [-2.1998, 0.4738, -0.0212], [2.3609, -1.4272, 0.0538], [1.6659, -0.4215, -0.0044], [-1.7132, 1.5472, 0.0005], [-2.1708, -0.8501, -0.0384], [-2.4088, -1.3522, -0.9782], [4.2825, -0.0685, 0.0453], [2.0217, 0.7859, 0.0168]],
  "mulliken_charge": [0.265, 0.958, 0.666, -0.604, 0.503, -0.483, -0.708, 0.264, 0.932, -0.792],
  "e_above_lowest_ev": 0.000,
  "charge": 1,
  "homo_ev": [-10.91, -12.53],
  "multiplicity": 2
}

***

[9]
{
  "formula": "C3H2NaO3Tl",
  "method": "ωB97M-V/def2-TZVPD",
  "symbols": ["Na", "Tl", "C", "O", "C", "C", "H", "H", "O", "O"],
  "xyz": [[-3.2960, 0.6878, -2.5593], [0.7525, -1.4788, -2.3399], [-1.3694, 0.3671, -0.7830], [1.6880, -1.0081, -0.0398], [1.2726, -0.3700, 0.8736], [1.4323, 0.1732, 2.0694], [0.5602, 0.3491, 2.6992], [2.4372, 0.4157, 2.4165], [-1.1689, -0.2179, -1.8807], [-2.3085, 1.0818, -0.4560]],
  "mulliken_charge": [0.973, 0.708, 0.518, -0.495, 0.732, -0.681, 0.248, 0.278, -0.687, -0.592],
  "charge": 1,
  "homo_ev": [-11.90, -12.63],
  "multiplicity": 2
}

***

[10]
{
  "formula": "C3H2O2",
  "method": "ωB97M-V/def2-TZVPD",
  "symbols": ["C", "H", "C", "C", "H", "O", "O"],
  "xyz": [[-0.7517, 1.1288, 0.0758], [-0.0039, 0.9868, 2.1376], [0.9195, -1.3156, -0.9329], [-0.5285, 0.7513, 1.2747], [-1.4520, 1.1600, -0.7556], [-0.0505, -1.5364, -1.5204], [1.8671, -1.1748, -0.2793]],
  "mulliken_charge": [-0.370, 0.318, 0.718, -0.262, 0.322, -0.363, -0.362],
  "e_above_lowest_ev": 0.715,
  "smiles": "O=C=O.C#C",
  "homo_ev": -10.72
}

***

[11]
{
  "formula": "C3H2O2Tl",
  "method": "ωB97M-V/def2-TZVPD",
  "symbols": ["C", "C", "H", "O", "C", "H", "O", "Tl"],
  "xyz": [[-0.8088, -0.6446, 0.4306], [1.1154, 0.2923, -0.0173], [-1.4149, -1.2196, 1.1226], [0.5633, -0.7274, 0.5702], [-1.0472, 0.4536, -0.3077], [-1.7856, 0.2318, -1.1240], [0.1843, 0.9616, -0.6450], [3.1935, 0.6524, -0.0293]],
  "mulliken_charge": [0.178, 0.685, 0.446, -0.067, 0.201, 0.418, -0.079, 1.217],
  "e_above_lowest_ev": 0.000,
  "charge": 3,
  "homo_ev": [-28.52, -26.26]
}

***

[12]
{
  "formula": "C3H2O2Tm",
  "method": "ωB97M-V/def2-TZVPD",
  "symbols": ["O", "C", "H", "Tm", "C", "O", "C", "H"],
  "xyz": [[-1.2494, 0.9158, 0.0089], [-0.9387, -1.4119, -0.0423], [-2.7777, -0.4122, 0.4141], [0.9376, 1.0741, -0.0358], [1.1277, -1.2095, 0.5940], [0.3208, -1.0303, -0.5517], [-1.7249, -0.2920, 0.1206], [-1.2673, -2.4453, -0.1468]],
  "mulliken_charge": [-0.685, -0.386, 0.386, 1.378, -0.119, -0.178, 0.244, 0.361],
  "e_above_lowest_ev": 1.812,
  "charge": 1,
  "homo_ev": [-12.62, -12.62],
  "multiplicity": 3
}

***

[13]
{
  "formula": "C3H2O2Zn",
  "method": "ωB97M-V/def2-TZVPD",
  "symbols": ["C", "O", "C", "Zn", "H", "H", "C", "O"],
  "xyz": [[-0.4204, -1.4393, -0.8115], [-0.4419, 0.1331, 1.5083], [0.3328, 0.2941, -0.7170], [-1.1268, -1.5719, 1.1545], [0.1751, 1.8959, 0.6939], [0.5784, 0.9232, -1.5682], [0.0886, 0.8050, 0.5721], [0.8140, -1.0400, -0.8323]],
  "mulliken_charge": [0.520, -0.515, -0.598, 0.513, 0.380, 0.363, 0.465, -0.128],
  "e_above_lowest_ev": 1.569,
  "charge": 1,
  "homo_ev": [-13.43, -14.77],
  "multiplicity": 2
}

***

[14]
{
  "formula": "C3H2O3",
  "method": "ωB97M-V/def2-TZVPD",
  "symbols": ["C", "O", "H", "C", "C", "O", "O", "H"],
  "xyz": [[1.5082, -0.6784, -0.7045], [2.6370, -0.4911, -0.4171], [1.0456, -1.5515, -1.1804], [-0.5112, -0.3035, 0.1588], [-1.4712, 0.6904, 0.6962], [-2.5410, 0.8798, 0.1624], [0.5150, 0.2994, -0.3816], [-1.1824, 1.1548, 1.6661]],
  "mulliken_charge": [0.339, -0.364, 0.358, -0.295, 0.216, -0.422, -0.132, 0.300],
  "e_above_lowest_ev": 3.512,
  "homo_ev": -9.71
}

***

[15]
{
  "formula": "C3H2O3",
  "method": "ωB97M-V/def2-TZVPD",
  "symbols": ["H", "C", "O", "C", "C", "O", "H", "O"],
  "xyz": [[0.4998, 1.3484, -0.3717], [-0.2726, -1.3933, -0.3123], [-0.7228, -1.5956, -1.4165], [1.0749, -1.3380, 0.1295], [1.3759, 0.7094, -0.4790], [1.9619, -1.8186, 0.7256], [-0.9155, -1.0245, 0.5240], [2.4588, 0.9659, -0.8456]],
  "mulliken_charge": [0.329, -0.027, -0.455, 0.503, 0.050, -0.377, 0.296, -0.320],
  "e_above_lowest_ev": 3.456,
  "homo_ev": [-8.68, -8.68]
}

***

[16]
{
  "formula": "C3H2O3",
  "method": "ωB97M-V/def2-TZVPD",
  "symbols": ["O", "C", "H", "H", "O", "C", "C", "O"],
  "xyz": [[-1.0142, -0.7410, -0.7314], [0.3164, -0.2955, -0.6618], [2.0452, 1.3659, 1.2758], [0.9100, -0.6498, -1.4986], [-2.8732, -0.4689, 0.6634], [0.5994, 0.4662, 0.4396], [-1.8943, -0.5521, 0.0534], [1.9107, 0.8752, 0.4595]],
  "mulliken_charge": [-0.105, 0.464, 0.386, 0.371, -0.254, -1.202, 0.705, -0.365],
  "e_above_lowest_ev": 4.945,
  "homo_ev": -8.11
}

***

[17]
{
  "formula": "C3H2O3Pt",
  "method": "ωB97M-V/def2-TZVPD",
  "symbols": ["C", "H", "O", "O", "H", "Pt", "C", "O", "C"],
  "xyz": [[-0.8202, -0.5911, -0.0811], [1.3128, 1.6418, 0.9275], [-1.6748, -1.4622, 0.0212], [-0.7921, 0.4745, 0.7866], [1.3924, 1.3533, -1.3583], [-0.9582, -2.9181, 0.3664], [0.1672, 1.3244, 0.4313], [0.3207, -0.7050, -0.6544], [1.0521, 0.8823, -0.4392]],
  "mulliken_charge": [0.670, 0.399, -0.296, -0.147, 0.406, 1.393, 0.032, -0.373, -0.085],
  "e_above_lowest_ev": 5.783,
  "charge": 2,
  "homo_ev": [-20.32, -20.26],
  "multiplicity": 3
}

***

[18]
{
  "formula": "C3H2O3S",
  "method": "ωB97M-V/def2-TZVPD",
  "symbols": ["H", "C", "C", "S", "O", "C", "O", "H", "O"],
  "xyz": [[2.8540, -0.2938, 0.0217], [0.8376, 0.6286, 0.0008], [-0.7138, 0.5975, 0.0058], [-1.6231, -0.9126, -0.0042], [1.4367, -1.7500, 0.0017], [1.7734, -0.5899, -0.0011], [-1.2887, 1.6506, 0.0058], [-0.5719, -1.7551, 0.0152], [1.3900, 1.7036, -0.0080]],
  "mulliken_charge": [0.352, 0.423, 0.453, -0.200, -0.472, 0.114, -0.443, 0.194, -0.421],
  "e_above_lowest_ev": 1.916,
  "smiles": "O=CC(=O)C(=O)S",
  "homo_ev": -10.27
}

***

[19]
{
  "formula": "C3H2O3Sc",
  "method": "ωB97M-V/def2-TZVPD",
  "symbols": ["O", "H", "H", "C", "Sc", "C", "C", "O", "O"],
  "xyz": [[1.8007, -0.6571, -0.0418], [-0.1787, -0.5780, 1.2967], [0.1061, -1.8021, -0.3106], [-0.3243, 0.3567, 0.1464], [2.2217, 1.2309, -0.6065], [0.5404, -0.9010, 0.1578], [-1.6947, 0.2083, -0.3351], [-2.7599, 0.6568, -0.2308], [0.2887, 1.4855, -0.0760]],
  "mulliken_charge": [-0.574, 0.346, 0.446, 0.603, 1.657, -0.136, 0.345, -0.065, -0.621],
  "e_above_lowest_ev": 1.591,
  "charge": 2,
  "homo_ev": [-17.22, -19.55],
  "multiplicity": 2
}

***

[20]
{
  "formula": "C3H2O3Sn",
  "method": "ωB97M-V/def2-TZVPD",
  "symbols": ["Sn", "C", "O", "C", "H", "C", "O", "H", "O"],
  "xyz": [[3.6360, 0.5872, 0.3019], [-1.2049, 0.7105, 0.2575], [2.0102, -0.1953, -0.1659], [-1.3346, -0.4947, -0.3457], [-1.9030, 0.4307, 1.1576], [0.8001, -0.0867, -0.1230], [-0.0496, -1.0104, -0.5130], [-2.0932, -0.8477, -1.0383], [0.1389, 0.9064, 0.4688]],
  "mulliken_charge": [0.483, -0.147, -0.425, -0.134, 0.291, 0.944, -0.251, 0.407, -0.168],
  "e_above_lowest_ev": 1.173,
  "charge": 1,
  "homo_ev": [-11.07, -14.83],
  "multiplicity": 2
}

***

| no. | E_tot (eV) |
| --- | --- |
| 1 | -10773.9190 |
| 2 | -10774.6564 |
| 3 | -21606.2501 |
| 4 | -12817.9531 |
| 5 | -17510.5649 |
| 6 | -28350.3552 |
| 7 | -28350.1872 |
| 8 | -18112.6579 |
| 9 | -18388.4496 |
| 10 | -7236.1875 |
| 11 | -11887.1862 |
| 12 | -36754.9839 |
| 13 | -55643.0427 |
| 14 | -9282.0140 |
| 15 | -9282.0707 |
| 16 | -9280.5817 |
| 17 | -12500.9889 |
| 18 | -20119.5785 |
| 19 | -29963.1279 |
| 20 | -15106.0174 |